1.
# C30H24InN3O4SSbSe

A molecular structure, C30H24InN3O4SSbSe at a distorted geometry (the ωB97M-V functional and the def2-TZVPD basis, OMol25).

```
65
Properties=species:S:1:pos:R:3:lowdin_charge:R:1
In -1.709 -0.372 -2.320 0.679
O 5.286 0.141 -2.850 -0.043
C 4.486 1.093 -2.831 -0.695
O 4.683 2.306 -2.654 -0.035
C 3.003 0.697 -3.045 -0.077
C 2.637 -0.637 -3.177 0.004
C 1.303 -0.984 -3.148 -0.100
N 0.345 -0.059 -3.022 0.004
C 0.676 1.244 -2.987 -0.174
C 1.991 1.653 -3.009 0.064
C -0.477 2.228 -2.847 -0.575
O -0.278 3.414 -2.960 0.102
O -1.637 1.685 -2.596 -0.139
H 3.418 -1.382 -3.226 0.119
H 0.965 -2.013 -3.166 0.107
H 2.244 2.701 -2.934 0.131
C 0.741 0.168 3.420 -0.044
C -0.732 -0.111 3.500 -0.288
C -1.358 -0.233 4.738 -0.047
C -2.716 -0.486 4.847 -0.078
C -3.492 -0.623 3.705 -0.080
C -2.887 -0.505 2.463 -0.136
C -1.521 -0.255 2.361 -0.349
Sb -0.725 -0.100 0.431 1.618
C 0.108 1.861 0.375 -0.308
C 1.458 2.167 0.251 -0.118
C 1.888 3.474 0.080 -0.065
C 0.955 4.496 0.044 -0.063
C -0.392 4.204 0.175 -0.046
C -0.840 2.897 0.328 -0.309
C -2.320 2.635 0.381 -0.066
C 0.832 -1.564 0.378 -0.310
C 2.151 -1.330 0.005 -0.122
C 3.047 -2.373 -0.177 -0.073
C 2.621 -3.677 0.009 -0.067
C 1.311 -3.925 0.384 -0.047
C 0.402 -2.890 0.581 -0.308
C -0.998 -3.236 1.009 -0.075
H 1.167 0.245 4.419 0.079
H 0.942 1.102 2.889 0.074
H 1.269 -0.624 2.885 0.075
H -0.760 -0.125 5.636 0.109
H -3.166 -0.574 5.826 0.102
H -4.553 -0.819 3.774 0.105
H -3.489 -0.614 1.566 0.105
H 2.216 1.399 0.270 0.084
H 2.942 3.673 -0.055 0.114
H 1.271 5.518 -0.111 0.107
H -1.122 5.001 0.118 0.114
H -2.876 3.570 0.337 0.088
H -2.620 2.117 1.296 0.067
H -2.646 2.038 -0.477 0.052
H 2.512 -0.333 -0.199 0.079
H 4.057 -2.155 -0.498 0.114
H 3.302 -4.503 -0.150 0.105
H 0.969 -4.945 0.511 0.108
H -1.130 -4.316 1.043 0.079
H -1.747 -2.860 0.304 0.058
H -1.234 -2.832 1.994 0.071
S -6.520 0.003 -1.843 0.522
C -4.944 -0.253 -2.106 -0.941
N -3.802 -0.459 -2.292 -0.022
Se -1.561 -5.433 -2.473 0.489
C -1.506 -3.646 -2.557 -0.907
N -1.437 -2.481 -2.620 -0.018
```

* LUMO level: 1.97 eV
* largest force on an atom: 1.04 eV/A
* charge: -1
* energy above the lowest of the compared OMol25 structures with the same formula, charge and spin: 0.0 kcal/mol
* HOMO level: -5.99 eV

2.
# H20O10

A molecular structure, H20O10 at a distorted geometry (the ωB97M-V functional and the def2-TZVPD basis, OMol25).

```
30
Properties=species:S:1:pos:R:3:lowdin_charge:R:1
O -2.055 0.121 0.544 0.072
H -1.800 0.996 0.838 0.069
H -2.991 0.067 0.737 0.135
O -0.933 1.633 -0.859 -0.080
H -0.439 0.868 -0.563 -0.286
H -1.127 1.453 -1.779 0.029
O -0.575 2.097 1.665 -0.019
H -0.889 2.162 2.567 0.065
H -0.114 1.259 1.631 -0.105
O 1.530 1.824 -0.995 -0.042
H 0.836 1.550 -1.594 -0.010
H 1.400 1.285 -0.215 -0.009
O 0.774 -1.477 -0.576 0.135
H 0.095 -2.136 -0.435 0.115
H 0.527 -1.049 -1.396 -0.095
O 2.670 -1.811 0.231 -0.051
H 1.801 -1.841 -0.170 -0.199
H 3.275 -1.794 -0.510 0.029
O 0.480 0.190 2.054 0.121
H 1.405 -0.006 1.906 0.154
H 0.250 -0.318 2.833 0.162
O -1.263 -1.773 0.486 -0.032
H -1.668 -2.112 -0.312 0.059
H -1.465 -0.837 0.477 -0.219
O 0.035 -0.366 -2.196 0.136
H -0.789 -0.642 -2.599 0.143
H 0.113 0.561 -2.420 0.098
O 0.289 0.360 0.005 -0.060
H 0.575 -0.507 -0.281 -0.222
H 0.051 0.243 0.924 -0.093
```

* LUMO level: -0.25 eV
* largest force on an atom: 11.24 eV/A
* charge: 0
* energy above the lowest of the compared OMol25 structures with the same formula, charge and spin: 412.6 kcal/mol
* HOMO level: -8.82 eV

3.
# C5H10N3

2 unconnected molecules or ions with the total composition C5H10N3 at a distorted geometry (the ωB97M-V functional and the def2-TZVPD basis, OMol25).

```
18
Properties=species:S:1:pos:R:3:lowdin_charge:R:1
C 1.991 -0.707 0.631 -0.048
C 1.479 1.352 -0.127 -0.101
C 0.542 -1.146 0.627 -0.054
C -0.030 -0.404 -0.518 -0.357
C -2.081 1.136 0.906 0.090
N 2.267 0.521 0.306 0.105
N 0.299 0.850 -0.838 0.143
N -0.755 -1.063 -1.374 0.231
H 2.679 -1.427 0.630 0.084
H 1.483 2.427 -0.179 0.140
H 0.752 -2.260 0.405 0.167
H 0.173 -1.074 1.659 0.140
H -2.736 1.025 0.076 -0.010
H -2.246 2.061 1.430 0.003
H -1.871 0.263 1.500 -0.009
H 0.289 1.245 -1.767 0.172
H -1.170 -0.776 -2.239 0.143
H -1.064 -2.023 -1.128 0.164
```

* LUMO level (alpha / beta): -5.11 / -3.75 eV
* largest force on an atom: 5.17 eV/A
* charge: +1
* energy above the lowest of the compared OMol25 structures with the same formula, charge and spin: 122.9 kcal/mol
* HOMO level (alpha / beta): -12.71 / -12.06 eV

4.
# C10H21N2Si

A gas-phase ion, C10H21N2Si (charge +1) at a distorted geometry (the ωB97M-V functional and the def2-TZVPD basis, OMol25).

```
34
Properties=species:S:1:pos:R:3:lowdin_charge:R:1
C 0.600 1.684 2.537 -0.096
C 1.709 1.507 1.751 -0.147
C -0.585 0.931 2.188 -0.212
C 1.868 0.388 0.981 0.110
C 3.001 -0.081 -2.698 0.034
C 1.061 0.975 -2.053 0.006
C -2.857 0.013 -0.835 -0.149
C -3.354 -0.667 2.000 -0.161
C -1.309 -2.446 0.357 -0.160
C 2.306 -0.345 -0.213 -0.097
N -0.645 0.191 1.124 0.003
N 2.364 0.565 -1.469 -0.157
Si -2.024 -0.740 0.658 0.441
H 0.600 2.510 3.271 0.113
H 2.576 2.161 1.921 0.141
H -1.415 0.989 2.918 0.100
H 2.518 -0.855 -3.082 0.073
H 3.074 0.638 -3.398 0.069
H 4.009 -0.286 -2.392 0.109
H 0.313 0.257 -1.877 0.075
H 0.703 1.716 -1.217 0.147
H 1.152 1.425 -2.988 0.088
H -3.674 -0.581 -1.123 0.029
H -3.334 0.883 -0.704 -0.008
H -2.184 0.163 -1.649 0.012
H -3.112 0.083 2.893 0.066
H -4.327 -0.526 1.545 0.022
H -3.462 -1.648 2.501 0.033
H -1.209 -2.861 1.336 0.020
H -1.980 -3.098 -0.181 0.028
H -0.337 -2.479 -0.212 0.034
H 3.422 -0.753 -0.232 0.190
H 1.558 -1.039 -0.399 0.081
H 2.974 1.327 -1.258 0.164
```

* LUMO level (alpha / beta): -4.08 / -4.26 eV
* largest force on an atom: 6.61 eV/A
* charge: +1
* energy above the lowest of the compared OMol25 structures with the same formula, charge and spin: 33.8 kcal/mol
* HOMO level (alpha / beta): -11.07 / -11.10 eV